C39H40F6GeNO3SrTe as an isolated structure, computed with ωB97M-V/def2-TZVPD.

The geometry in XYZ format:
```
92
Properties=species:S:1:pos:R:3
Sr -0.263 -0.251 -0.267
C -2.516 -0.218 4.178
C -1.703 -1.507 4.032
C -1.453 -2.156 5.393
C -2.389 -2.441 3.055
C -3.569 -3.070 3.430
C -4.248 -3.905 2.555
C -3.762 -4.073 1.273
C -2.585 -3.456 0.856
C -2.124 -3.653 -0.574
C -3.184 -3.143 -1.552
C -1.761 -5.110 -0.862
C -1.860 -2.661 1.763
N -0.612 -2.094 1.405
C 0.461 -2.717 1.970
C 0.440 -3.934 2.692
C 1.587 -4.499 3.229
C 2.829 -3.896 3.089
C 2.898 -2.695 2.388
C 1.751 -2.159 1.869
F 1.870 -0.957 1.188
H -2.010 0.491 4.837
H -3.503 -0.427 4.599
H -2.666 0.261 3.208
H -0.734 -1.243 3.611
H -2.389 -2.408 5.899
H -0.903 -1.471 6.043
H -0.866 -3.069 5.285
H -3.967 -2.905 4.426
H -5.161 -4.398 2.865
H -4.311 -4.694 0.573
H -1.214 -3.062 -0.704
H -4.082 -3.766 -1.505
H -2.810 -3.152 -2.577
H -3.482 -2.124 -1.304
H -2.632 -5.759 -0.740
H -0.980 -5.460 -0.185
H -1.403 -5.219 -1.888
H -0.510 -4.438 2.816
H 1.502 -5.436 3.767
H 3.721 -4.340 3.507
H 3.832 -2.169 2.239
F 1.770 1.099 -4.441
Te 1.286 1.697 -2.746
F 3.111 1.518 -2.354
F -0.336 2.047 -3.603
F 1.740 3.444 -3.208
F 1.233 -0.195 -2.366
O 0.687 1.975 -1.082
O -1.455 -0.251 -2.494
C -2.494 0.303 -2.054
O -2.629 0.655 -0.845
C -3.666 0.476 -3.010
C -4.632 1.614 -2.654
Ge -6.506 1.074 -2.581
C -7.618 2.677 -2.365
C -7.045 3.881 -1.961
C -7.820 5.022 -1.792
C -9.186 4.974 -2.025
C -9.774 3.782 -2.428
C -8.994 2.647 -2.597
C -7.125 0.160 -4.203
C -7.026 -1.228 -4.304
C -7.440 -1.891 -5.452
C -7.966 -1.174 -6.517
C -8.071 0.207 -6.432
C -7.652 0.866 -5.284
C -6.748 -0.185 -1.110
C -7.941 -0.893 -0.954
C -8.101 -1.787 0.094
C -7.063 -1.992 0.996
C -5.872 -1.296 0.851
C -5.718 -0.392 -0.194
H -4.165 -0.503 -2.998
H -3.258 0.583 -4.013
H -4.539 2.438 -3.364
H -4.375 2.008 -1.668
H -5.979 3.937 -1.774
H -7.355 5.948 -1.477
H -9.792 5.862 -1.894
H -10.840 3.737 -2.613
H -9.466 1.725 -2.921
H -6.627 -1.801 -3.474
H -7.352 -2.969 -5.512
H -8.293 -1.690 -7.411
H -8.481 0.772 -7.260
H -7.746 1.945 -5.229
H -8.752 -0.756 -1.662
H -9.032 -2.331 0.205
H -7.178 -2.701 1.806
H -5.054 -1.466 1.541
H -4.776 0.134 -0.297
```

Results
* LUMO level: 2.128 eV
* energy relative to the best compared isomer or geometry (same formula, charge and spin): 3.79 kcal/mol
* net charge: -1
* spin multiplicity: 1
* highest occupied orbital energy: -4.872 eV
* E: -129682.696 eV

Atomic partial charges in e from the Mulliken method, atoms 1 to 4:
1 Sr 1.57
2 C -1.53
3 C 0.48
4 C -1.65

=====

C39H40F6OP2Ti as an isolated structure, computed with ωB97M-V/def2-TZVPD.

The geometry in XYZ format:
```
89
Properties=species:S:1:pos:R:3
Ti -1.485 -3.197 -0.687
C -2.672 -5.258 -1.276
C -2.995 -4.217 -2.134
C -4.330 -3.500 -2.080
C -4.670 -3.186 -0.618
C -3.419 -2.735 0.141
C -2.752 -3.612 1.020
C -3.222 -5.047 1.205
C -3.449 -5.811 -0.117
C -1.389 1.117 0.602
H -1.997 -6.035 -1.687
H -2.551 -4.311 -3.142
H -5.203 -4.009 -2.556
H -4.268 -2.570 -2.666
H -5.444 -2.404 -0.548
H -5.152 -4.051 -0.135
H -3.431 -1.674 0.406
H -2.332 -3.162 1.960
H -4.153 -5.082 1.792
H -2.499 -5.613 1.812
H -3.090 -6.840 0.053
H -4.528 -5.958 -0.271
H -0.886 0.215 0.921
H -0.829 1.983 0.956
H -1.383 1.109 -0.497
P -2.294 -0.745 -1.964
P -3.064 1.175 1.160
C -3.721 0.252 -1.499
C -4.070 0.706 -0.225
C -2.083 -0.860 -3.734
C -3.140 -0.850 -4.671
C -2.837 -1.096 -6.009
C -1.517 -1.332 -6.425
C -0.460 -1.341 -5.499
C -0.742 -1.101 -4.165
C -0.297 -4.570 -1.517
C -0.153 -4.828 -0.116
C 0.868 -5.677 0.291
C 1.782 -6.033 -0.685
C 1.675 -5.655 -2.035
C 0.586 -4.924 -2.501
C -3.490 2.902 1.584
C -3.402 3.840 0.533
C -4.093 5.040 0.635
C -4.801 5.339 1.803
C -4.748 4.479 2.908
C -4.072 3.260 2.816
C -3.103 0.162 2.674
C -1.877 -0.198 3.284
C -1.845 -1.114 4.339
C -3.055 -1.568 4.886
C -4.270 -1.114 4.373
C -4.304 -0.286 3.251
H -4.405 0.428 -2.366
H -5.120 1.000 -0.126
H -4.157 -0.661 -4.321
H -3.647 -1.106 -6.732
H -1.289 -1.512 -7.474
H 0.570 -1.538 -5.822
H 0.046 -1.103 -3.415
H -0.929 -4.632 0.655
H 0.904 -5.983 1.345
H 2.644 -6.646 -0.396
H 2.445 -5.913 -2.741
H 0.386 -4.625 -3.529
H -2.846 3.588 -0.374
H -4.080 5.738 -0.196
H -5.372 6.260 1.874
H -5.235 4.742 3.847
H -4.025 2.573 3.671
H -0.934 0.245 2.940
H -0.877 -1.448 4.732
H -3.026 -2.259 5.728
H -5.202 -1.398 4.852
H -5.254 0.040 2.829
C 2.272 -1.243 0.987
C 1.615 -1.332 -0.375
O 0.306 -1.857 -0.436
C 1.790 0.132 -0.964
F 3.073 0.566 -1.133
F 1.182 0.270 -2.171
F 1.220 1.056 -0.130
C 2.597 -2.225 -1.216
F 3.871 -1.794 -1.369
F 2.712 -3.441 -0.605
F 2.103 -2.431 -2.467
H 1.622 -0.730 1.715
H 3.234 -0.679 0.928
H 2.527 -2.251 1.358
```

Results
* LUMO level (alpha / beta): 0.118 / -0.346 eV
* energy relative to the best compared isomer or geometry (same formula, charge and spin): 11.49 kcal/mol
* net charge: 0
* spin multiplicity: 3
* highest occupied orbital energy (alpha / beta): -6.243 / -6.447 eV
* E: -101131.978 eV

Atomic partial charges in e from the Mulliken method, atoms 1 to 4:
1 Ti -0.28
2 C 0.27
3 C -0.16
4 C -0.53

=====

C39H40N6O5PS3Y as an isolated structure, computed with ωB97M-V/def2-TZVPD.

The geometry in XYZ format:
```
95
Properties=species:S:1:pos:R:3
Y -0.358 0.346 -0.428
S 0.647 3.011 -7.890
N 0.934 3.704 -6.449
C 0.472 2.881 -5.527
C 0.555 3.077 -4.090
C 1.181 4.147 -3.536
C 1.217 4.297 -2.124
C 0.636 3.307 -1.379
N 0.044 2.201 -1.858
C -0.086 2.071 -3.249
C -0.759 1.005 -3.783
N -1.451 0.072 -2.919
C -1.843 -1.150 -3.465
C -1.677 -1.475 -4.754
C -1.138 -0.503 -5.675
C -0.721 0.689 -5.202
C -0.154 1.717 -6.071
N -0.149 1.689 -7.389
H 1.644 4.876 -4.190
H 1.669 5.154 -1.647
H 0.636 3.389 -0.295
H -2.306 -1.831 -2.764
H -1.983 -2.454 -5.094
H -1.078 -0.708 -6.735
C 1.548 -1.412 -2.733
O 1.578 -0.337 -1.785
C 2.881 -0.175 -1.237
C 2.937 1.120 -0.471
O 1.888 1.107 0.498
C 2.131 2.002 1.579
H 2.253 -1.193 -3.537
H 0.541 -1.481 -3.130
H 1.813 -2.351 -2.240
H 3.616 -0.152 -2.047
H 3.109 -1.017 -0.574
H 2.812 1.983 -1.132
H 3.901 1.185 0.042
H 3.059 1.723 2.084
H 1.299 1.915 2.274
H 2.204 3.031 1.219
O -1.977 -1.078 0.935
S -1.670 -2.319 0.193
O -2.800 -2.986 -0.380
O -0.597 -1.964 -0.770
C -0.911 -3.483 1.311
C -1.384 -4.788 1.239
C -0.797 -5.785 1.999
C 0.272 -5.475 2.827
C 0.731 -4.172 2.902
C 0.148 -3.146 2.157
P 0.718 -1.406 2.367
C 2.525 -1.620 2.551
C 3.222 -2.465 1.685
C 4.608 -2.501 1.694
C 5.322 -1.690 2.566
C 4.640 -0.848 3.432
C 3.252 -0.812 3.424
C 0.135 -1.060 4.068
C -0.972 -0.225 4.194
C -1.503 0.055 5.447
C -0.924 -0.490 6.582
C 0.188 -1.316 6.465
C 0.714 -1.601 5.217
H -2.208 -5.008 0.577
H -1.169 -6.798 1.935
H 0.748 -6.246 3.419
H 1.571 -3.946 3.546
H 2.672 -3.104 1.004
H 5.132 -3.167 1.019
H 6.404 -1.720 2.575
H 5.189 -0.220 4.122
H 2.728 -0.154 4.108
H -1.416 0.206 3.305
H -2.365 0.704 5.531
H -1.332 -0.270 7.560
H 0.646 -1.736 7.352
H 1.589 -2.235 5.138
C -2.298 0.613 -1.823
H -3.146 -0.073 -1.721
H -2.690 1.585 -2.141
C -2.859 4.151 -0.677
N -3.473 3.014 -0.034
C -4.798 2.549 -0.435
C -4.916 1.183 0.262
N -3.722 1.154 1.103
C -2.881 2.153 0.787
S -1.310 2.297 1.436
H -2.812 3.983 -1.756
H -1.848 4.271 -0.301
H -3.432 5.058 -0.476
H -4.849 2.470 -1.521
H -5.560 3.257 -0.102
H -4.904 0.360 -0.452
H -5.815 1.109 0.871
H -3.314 0.271 1.387
```

Results
* LUMO level: 0.247 eV
* energy relative to the best compared isomer or geometry (same formula, charge and spin): 27.33 kcal/mol
* net charge: 0
* spin multiplicity: 1
* highest occupied orbital energy: -4.741 eV
* E: -103111.010 eV

Atomic partial charges in e from the Mulliken method, atoms 1 to 4:
1 Y -0.42
2 S 0.06
3 N -0.75
4 C 1.24

=====

C39H42GeN2O4SW as an isolated structure, computed with ωB97M-V/def2-TZVPD.

The geometry in XYZ format:
```
90
Properties=species:S:1:pos:R:3
W 0.115 0.434 0.252
C -1.574 1.528 2.937
N -0.347 0.799 2.639
C 0.794 1.462 3.260
C -0.457 -0.590 3.116
C -1.337 -1.385 2.204
C -2.217 -2.343 2.679
C -2.967 -3.121 1.795
C -2.821 -2.887 0.420
C -1.956 -1.918 -0.055
C -1.160 -1.115 0.813
H -1.703 1.648 4.026
H -2.420 0.976 2.533
H -1.545 2.511 2.466
H 0.709 1.461 4.362
H 0.844 2.496 2.919
H 1.713 0.953 2.972
H -0.816 -0.615 4.161
H 0.564 -1.005 3.088
H -2.315 -2.503 3.752
H -3.651 -3.878 2.164
H -3.407 -3.473 -0.283
H -1.877 -1.765 -1.128
C 0.921 0.031 -1.668
Ge 0.841 1.811 -2.631
C 1.153 1.429 -4.573
C 0.907 2.340 -5.603
C 1.150 2.017 -6.932
C 1.668 0.773 -7.266
C 1.945 -0.139 -6.258
C 1.684 0.188 -4.933
C 2.613 2.658 -2.174
C 3.734 2.521 -2.996
C 4.936 3.157 -2.704
C 5.048 3.945 -1.567
C 3.950 4.087 -0.728
C 2.753 3.452 -1.033
C -0.596 3.011 -2.203
C -1.311 3.704 -3.164
C -2.343 4.598 -2.878
C -2.637 4.839 -1.504
C -2.019 4.166 -0.505
C -1.053 3.023 -0.745
H 0.515 -0.696 -2.375
H 0.544 3.330 -5.364
H 0.939 2.742 -7.710
H 1.859 0.519 -8.303
H 2.367 -1.107 -6.505
H 1.906 -0.538 -4.158
H 3.671 1.904 -3.886
H 5.788 3.033 -3.365
H 5.982 4.446 -1.337
H 4.025 4.698 0.164
H 1.904 3.585 -0.370
H -1.056 3.570 -4.210
H -2.855 5.134 -3.668
H -3.370 5.604 -1.253
H -2.263 4.388 0.532
H -0.174 3.199 -0.079
C 0.250 -4.768 3.124
C 1.226 -4.559 2.001
C 2.549 -4.974 2.132
C 3.454 -4.810 1.101
C 3.031 -4.225 -0.086
C 1.724 -3.764 -0.225
C 0.826 -3.942 0.814
S 4.188 -4.038 -1.394
O 3.590 -4.475 -2.625
O 5.434 -4.617 -0.962
N 4.457 -2.414 -1.593
C 4.909 -1.645 -0.422
C 4.520 -0.182 -0.628
C 3.021 -0.039 -0.525
O 2.400 -0.319 -1.631
O 2.479 0.235 0.551
H 0.654 -5.463 3.863
H -0.693 -5.163 2.749
H 0.027 -3.827 3.629
H 2.871 -5.435 3.059
H 4.478 -5.149 1.178
H 1.405 -3.282 -1.141
H -0.194 -3.592 0.697
H 3.629 -2.003 -2.023
H 5.990 -1.751 -0.342
H 4.458 -2.008 0.509
H 4.853 0.151 -1.610
H 4.964 0.439 0.149
C -1.628 1.633 -0.313
H -2.389 1.795 0.465
H -2.165 1.218 -1.176
```

Results
* LUMO level (alpha / beta): 4.164 / 4.174 eV
* energy relative to the best compared isomer or geometry (same formula, charge and spin): 0.00 kcal/mol
* net charge: -2
* spin multiplicity: 3
* highest occupied orbital energy (alpha / beta): 0.466 / 1.165 eV
* E: -121466.500 eV

Atomic partial charges in e from the Mulliken method, atoms 1 to 4:
1 W 0.58
2 C -1.29
3 N 0.70
4 C -1.11

=====

C39H42N4O9PbSi as an isolated structure, computed with ωB97M-V/def2-TZVPD.

The geometry in XYZ format:
```
96
Properties=species:S:1:pos:R:3
Pb 0.365 -0.513 0.205
C -1.991 -2.630 -6.537
C -1.810 -2.386 -5.057
C -2.855 -2.091 -4.233
C -2.703 -1.844 -2.839
C -3.909 -1.475 -2.197
N -4.342 -1.145 -0.998
C -3.725 -0.805 0.295
C -4.186 0.594 0.737
C -3.591 1.004 2.094
N -3.214 2.458 2.135
C -2.005 3.057 2.804
C -0.841 2.300 3.335
C -0.753 2.001 4.686
C 0.410 1.479 5.229
C 0.504 1.121 6.692
C 1.481 1.265 4.370
C 1.425 1.507 2.998
C 2.630 1.015 2.247
N 2.563 0.194 1.294
C 3.721 -0.607 0.891
C 3.927 -0.982 -0.618
C 2.895 -0.691 -1.725
N 1.648 -1.465 -1.723
C 1.148 -1.820 -2.836
C -0.263 -2.126 -3.156
C -0.521 -2.363 -4.487
C -1.392 -1.960 -2.241
O -1.264 -1.906 -1.000
C 0.247 2.071 2.476
O 0.185 2.457 1.182
H -3.036 -2.831 -6.775
H -1.397 -3.485 -6.870
H -1.675 -1.760 -7.120
H -3.853 -2.020 -4.658
H -4.740 -1.480 -2.892
H -5.329 -0.941 -1.002
H -2.656 -0.834 0.198
H -4.044 -1.558 1.020
H -5.280 0.634 0.787
H -3.864 1.296 -0.032
H -2.702 0.433 2.321
H -4.318 0.918 2.899
H -4.293 3.956 1.667
H -2.315 3.920 3.380
H -1.603 2.206 5.331
H -0.114 1.778 7.304
H 1.533 1.191 7.045
H 0.165 0.096 6.858
H 2.399 0.852 4.782
H 3.598 1.242 2.716
H 3.587 -1.542 1.438
H 4.645 -0.157 1.267
H 4.163 -2.047 -0.652
H 4.822 -0.456 -0.948
H 3.407 -0.809 -2.686
H 2.591 0.361 -1.653
H 1.779 -1.745 -3.734
H 0.330 -2.501 -5.150
O -3.474 4.964 0.580
C -2.447 4.336 0.514
C -2.145 3.121 1.326
O -4.377 3.220 2.318
C -1.141 2.207 0.561
C -1.014 2.896 -0.892
O -0.010 2.670 -1.585
C -1.392 4.410 -0.570
O -0.881 5.383 -1.027
O -1.489 0.954 0.671
O -4.236 1.965 -2.548
C -3.042 2.213 -2.541
O -2.467 2.445 -1.369
C -2.320 2.260 -3.858
C -3.009 2.881 -4.900
C -2.478 2.911 -6.178
C -1.259 2.294 -6.435
C -0.585 1.650 -5.408
C -1.109 1.632 -4.121
H -3.966 3.344 -4.691
H -3.016 3.408 -6.976
H -0.838 2.317 -7.434
H 0.368 1.171 -5.603
H -0.575 1.145 -3.320
C -1.319 -1.893 3.522
Si -0.047 -2.382 2.194
C 1.503 -2.826 3.212
C -0.637 -4.041 1.491
H -1.443 -2.699 4.256
H -2.304 -1.685 3.083
H -0.998 -0.989 4.060
H 1.270 -3.593 3.963
H 1.903 -1.951 3.742
H 2.299 -3.223 2.570
H -1.077 -4.678 2.266
H 0.205 -4.582 1.044
H -1.379 -3.892 0.700
```

Results
* LUMO level: -0.462 eV
* energy relative to the best compared isomer or geometry (same formula, charge and spin): 201.62 kcal/mol
* net charge: 0
* spin multiplicity: 1
* highest occupied orbital energy: -5.900 eV
* E: -78632.355 eV

Atomic partial charges in e from the Mulliken method, atoms 1 to 4:
1 Pb 0.54
2 C -1.72
3 C -0.07
4 C -0.80